No. 1
Entry from OMol25: a molecular structure, C38H46CrN13Se (wB97M-V/def2-TZVPD).

As for the charge: +1. For the highest occupied orbital energy (spin up / spin down), the calculation gives -8.639 / -9.083 eV. The spin multiplicity is 5. The calculation puts the gap between HOMO and LUMO (spin up / spin down) at 6.12 / 6.56 eV.

Geometry as XYZ:
```
99
C38H46CrN13Se (wB97M-V/def2-TZVPD)
Cr -0.7168 -0.2601 -0.6331
C 0.4311 0.3711 6.2897
C -0.0123 0.5633 4.8666
C -0.0516 1.8212 4.2698
C -0.3882 1.9593 2.9424
C -0.7732 0.8727 2.1303
N -1.1354 1.0727 0.8002
C -1.7757 2.2847 0.5358
C -2.6954 2.8174 1.4625
C -3.3116 4.0343 1.2960
C -3.0528 4.8162 0.1717
C -3.7642 6.1200 -0.0520
C -2.1985 4.2941 -0.7779
C -1.5721 3.0541 -0.6243
N -0.8148 2.5732 -1.7243
C -0.3180 3.3110 -2.7376
C 0.0145 2.4485 -3.7576
C -0.3131 1.1848 -3.2743
N -0.7884 1.2611 -2.0328
C -0.7272 -0.3917 2.7411
C -0.3293 -0.5211 4.0727
N -1.0603 -1.5885 2.0507
C -1.4141 -2.7499 2.6404
C -1.4619 -3.7206 1.6656
C -1.1245 -3.0597 0.4900
N -0.9011 -1.7603 0.7214
H 0.2888 1.2828 6.8674
H 1.4946 0.1193 6.3167
H -0.1148 -0.4408 6.7688
H 0.2171 2.6991 4.8453
H -0.3481 2.9418 2.4937
H -2.9136 2.2283 2.3423
H -4.0153 4.3782 2.0438
H -4.0646 6.5756 0.8897
H -4.6696 5.9526 -0.6394
H -3.1464 6.8293 -0.6011
H -2.0320 4.8622 -1.6836
H -0.2209 4.3792 -2.6831
H 0.4154 2.7010 -4.7222
H -0.2374 0.2385 -3.7748
H -0.2342 -1.5124 4.4960
H -1.6319 -2.8309 3.6884
H -1.6868 -4.7631 1.7985
H -1.0200 -3.4820 -0.4930
C 2.0670 1.7767 -0.0562
N 2.7435 1.2612 -1.2209
C 4.1409 1.6413 -1.3188
C 4.6220 0.8406 -2.5114
N 3.6123 -0.2048 -2.6412
C 3.7621 -1.0324 -3.8250
C 2.4996 0.0743 -1.8755
N 1.3917 -0.5963 -1.7582
C 1.2260 -1.8445 -2.4860
C -0.2064 -2.2310 -2.9203
N -1.3143 -1.6674 -2.1602
C -2.4419 -2.3066 -2.1957
N -2.7005 -3.5545 -2.7650
C -2.5127 -3.8396 -4.1839
C -4.0108 -4.0229 -2.2904
C -4.4388 -2.9902 -1.2480
N -3.5452 -1.8874 -1.5283
C -3.7668 -0.6056 -0.9062
H 2.6817 1.6313 0.8347
H 1.1358 1.2509 0.0880
H 1.8871 2.8469 -0.1851
H 4.6720 1.3661 -0.3987
H 4.2342 2.7190 -1.4573
H 5.6007 0.3869 -2.3529
H 4.6557 1.4487 -3.4222
H 4.7796 -0.8917 -4.1843
H 3.0855 -0.7393 -4.6343
H 3.6390 -2.0904 -3.6022
H 1.6124 -2.6595 -1.8639
H 1.7918 -1.8606 -3.4133
H -0.2401 -3.3248 -2.8627
H -0.3267 -1.9496 -3.9728
H -1.5276 -3.5651 -4.5387
H -3.2634 -3.3240 -4.7936
H -2.6320 -4.9131 -4.3230
H -3.9096 -5.0244 -1.8735
H -4.7246 -4.0641 -3.1177
H -4.2914 -3.3589 -0.2264
H -5.4812 -2.6886 -1.3542
H -4.8169 -0.3412 -1.0406
H -3.1499 0.1498 -1.3922
H -3.5475 -0.6220 0.1668
Se 2.2562 -2.4769 0.7352
N 1.9846 -0.9711 1.6032
C 2.9879 -0.8226 2.4635
C 3.1603 0.2845 3.3315
C 4.2323 0.2973 4.1737
C 5.1793 -0.7634 4.1915
C 5.0615 -1.8381 3.3636
C 3.9609 -1.8923 2.4712
N 3.7342 -2.8689 1.6062
H 2.4474 1.0951 3.3096
H 4.3664 1.1364 4.8442
H 6.0222 -0.7029 4.8668
H 5.7889 -2.6375 3.3650
```

Okay, here come the Löwdin numbers, in e, for every atom:
1 Cr 0.650
2 C -0.041
3 C -0.287
4 C -0.044
5 C -0.029
6 C -0.242
7 N -0.064
8 C -0.237
9 C -0.026
10 C -0.031
11 C -0.277
12 C -0.048
13 C 0.016
14 C -0.111
15 N -0.053
16 C -0.041
17 C -0.022
18 C -0.116
19 N -0.011
20 C -0.133
21 C 0.006
22 N -0.041
23 C -0.030
24 C -0.028
25 C -0.156
26 N -0.037
27 H 0.080
28 H 0.078
29 H 0.080
30 H 0.119
31 H 0.123
32 H 0.123
33 H 0.118
34 H 0.079
35 H 0.086
36 H 0.079
37 H 0.112
38 H 0.128
39 H 0.103
40 H 0.101
41 H 0.116
42 H 0.130
43 H 0.108
44 H 0.109
45 C -0.042
46 N -0.080
47 C -0.122
48 C -0.124
49 N -0.074
50 C -0.048
51 C -0.345
52 N 0.017
53 C -0.240
54 C -0.209
55 N 0.006
56 C -0.367
57 N -0.089
58 C -0.039
59 C -0.112
60 C -0.109
61 N -0.090
62 C -0.028
63 H 0.078
64 H 0.034
65 H 0.101
66 H 0.128
67 H 0.128
68 H 0.128
69 H 0.128
70 H 0.093
71 H 0.099
72 H 0.087
73 H 0.051
74 H 0.073
75 H 0.114
76 H 0.104
77 H 0.066
78 H 0.102
79 H 0.099
80 H 0.126
81 H 0.121
82 H 0.123
83 H 0.127
84 H 0.103
85 H 0.072
86 H 0.090
87 Se 1.207
88 N -0.190
89 C -0.368
90 C -0.030
91 C -0.066
92 C -0.070
93 C -0.019
94 C -0.390
95 N -0.223
96 H 0.100
97 H 0.109
98 H 0.107
99 H 0.116



No. 2
Entry from OMol25: 2 unconnected molecules or ions with the total composition C38H46N3 (wB97M-V/def2-TZVPD).

As for the charge: +1. For the highest occupied orbital energy, the calculation gives -9.437 eV. The calculation puts the gap between HOMO and LUMO at 5.26 eV.

Geometry as XYZ:
```
87
C38H46N3 (wB97M-V/def2-TZVPD)
C 3.9307 -4.5555 0.7929
C 5.1614 -3.8756 1.3663
N 5.1094 -2.4361 1.2409
C 6.4063 -1.8007 1.1504
C 6.3945 -0.3842 1.6954
C 5.2512 0.4203 1.0889
C 3.9520 -0.3137 1.1131
C 3.9413 -1.7369 1.2055
C 2.6850 -2.4088 1.2367
C 1.5159 -1.6666 1.1958
C 1.4927 -0.2528 0.9862
C 0.2812 0.4893 0.8238
C -0.9724 -0.1246 0.8110
C -2.2207 0.4468 1.0356
C -3.4471 -0.2928 1.1293
C -3.4971 -1.7092 1.2657
C -4.6900 -2.4200 1.2580
C -5.9353 -1.7247 1.2078
N -7.1196 -2.4001 1.2360
C -7.1974 -3.8374 1.3692
C -5.9819 -4.5400 0.7897
C -4.6916 -3.9152 1.3153
C -8.4059 -1.7400 1.1563
C -8.3676 -0.3238 1.7017
C -7.2070 0.4562 1.0940
C -5.9165 -0.2995 1.1404
C -4.7057 0.3718 1.1024
C 2.7642 0.3920 1.0077
C 2.6548 -3.9033 1.3232
H 3.9523 -4.4887 -0.3025
H 3.9476 -5.6148 1.0617
H 5.2661 -4.1572 2.4315
H 6.0652 -4.2346 0.8559
H 7.1256 -2.4200 1.7029
H 6.7409 -1.7837 0.0955
H 6.2895 -0.4138 2.7866
H 7.3478 0.0949 1.4638
H 5.1443 1.3707 1.6224
H 5.4897 0.6648 0.0419
H 0.5729 -2.1890 1.3663
H 0.3609 1.5755 0.7964
H -0.9724 -1.1977 0.5920
H -2.2897 1.5276 1.1849
H -2.5644 -2.2681 1.3749
H -7.2988 -4.1144 2.4360
H -8.1108 -4.1817 0.8669
H -6.0169 -5.5989 1.0575
H -6.0066 -4.4728 -0.3054
H -3.8414 -4.2976 0.7391
H -4.5357 -4.2326 2.3587
H -8.7470 -1.7144 0.1040
H -9.1369 -2.3443 1.7102
H -9.3128 0.1729 1.4730
H -8.2632 -0.3543 2.7930
H -7.4476 0.7024 0.0471
H -7.0863 1.4079 1.6224
H -4.7080 1.4591 1.0334
H 2.7935 1.4800 0.9779
H 1.7947 -4.2764 0.7564
H 2.5031 -4.2122 2.3698
C 5.1184 2.9053 -5.1627
C 5.4873 2.9957 -3.8137
C 4.6619 3.6844 -2.9171
C 3.4561 4.2435 -3.3639
C 2.5334 4.9198 -2.3714
C 1.7107 3.9884 -1.4630
C 0.6481 4.7335 -0.6139
C -0.6606 3.9195 -0.7087
C -0.4047 2.7893 -1.7227
N 1.0131 2.8558 -2.0152
C 3.1247 4.2064 -4.7260
C 3.9433 3.5113 -5.6235
H 5.7574 2.3587 -5.8629
H 6.4145 2.5410 -3.4534
H 4.9397 3.7934 -1.8640
H 3.1530 5.5003 -1.6708
H 1.8781 5.6439 -2.8782
H 2.4555 3.5536 -0.7675
H 1.0077 4.7707 0.4179
H 0.4941 5.7559 -0.9807
H -0.9127 3.4866 0.2661
H -1.4903 4.5467 -1.0520
H -0.7186 1.8239 -1.2889
H -1.0085 2.9432 -2.6358
H 1.2795 2.5503 -2.9391
H 2.2208 4.7194 -5.0637
H 3.6579 3.4559 -6.6785
```

Okay, here come the Löwdin numbers, in e, for every atom:
1 C -0.160
2 C -0.154
3 N -0.053
4 C -0.151
5 C -0.160
6 C -0.145
7 C -0.132
8 C -0.074
9 C -0.129
10 C 0.041
11 C -0.193
12 C 0.026
13 C -0.092
14 C 0.021
15 C -0.208
16 C 0.034
17 C -0.131
18 C -0.077
19 N -0.059
20 C -0.156
21 C -0.161
22 C -0.146
23 C -0.154
24 C -0.163
25 C -0.145
26 C -0.135
27 C 0.029
28 C 0.044
29 C -0.142
30 H 0.126
31 H 0.120
32 H 0.141
33 H 0.131
34 H 0.130
35 H 0.142
36 H 0.126
37 H 0.120
38 H 0.124
39 H 0.131
40 H 0.118
41 H 0.115
42 H 0.098
43 H 0.122
44 H 0.119
45 H 0.140
46 H 0.129
47 H 0.119
48 H 0.125
49 H 0.121
50 H 0.131
51 H 0.140
52 H 0.130
53 H 0.120
54 H 0.126
55 H 0.133
56 H 0.123
57 H 0.128
58 H 0.124
59 H 0.122
60 H 0.132
61 C -0.095
62 C -0.085
63 C -0.048
64 C -0.239
65 C -0.118
66 C -0.355
67 C -0.122
68 C -0.161
69 C -0.217
70 N -0.017
71 C -0.047
72 C -0.082
73 H 0.103
74 H 0.101
75 H 0.111
76 H 0.126
77 H 0.119
78 H 0.115
79 H 0.107
80 H 0.110
81 H 0.080
82 H 0.106
83 H 0.078
84 H 0.113
85 H 0.112
86 H 0.113
87 H 0.106



No. 3
Entry from OMol25: a molecular structure, C38H47CoNO2P2Si2 (wB97M-V/def2-TZVPD).

As for the charge: +1. For the highest occupied orbital energy (spin up / spin down), the calculation gives -10.321 / -10.508 eV. The calculation puts the gap between HOMO and LUMO (spin up / spin down) at 8.24 / 8.36 eV.

Geometry as XYZ:
```
93
C38H47CoNO2P2Si2 (wB97M-V/def2-TZVPD)
Co 0.1558 -1.2784 0.8516
O -1.6624 -0.3051 0.7211
P -2.3004 0.8805 0.0555
C -1.3045 1.4570 -1.3624
P -0.0254 0.3219 -1.9709
O 0.5350 -0.5982 -0.9153
C -0.8117 -0.6176 -3.2755
C -1.0106 -1.9805 -3.0709
C -1.6827 -2.7325 -4.0260
C -2.1480 -2.1240 -5.1811
C -1.9374 -0.7659 -5.3953
C -1.2659 -0.0124 -4.4478
C 1.2448 1.3166 -2.7339
C 2.0598 0.6755 -3.6721
C 3.1300 1.3439 -4.2393
C 3.3955 2.6576 -3.8765
C 2.5948 3.3016 -2.9458
C 1.5222 2.6337 -2.3726
C -2.4216 2.2561 1.1855
C -1.9687 2.0834 2.4898
C -2.0370 3.1411 3.3871
C -2.5482 4.3626 2.9795
C -3.0018 4.5382 1.6757
C -2.9422 3.4860 0.7791
C -3.9374 0.5653 -0.5853
C -5.0624 0.8736 0.1792
C -6.3280 0.5440 -0.2836
C -6.4729 -0.0973 -1.5043
C -5.3576 -0.4158 -2.2685
C -4.0930 -0.0872 -1.8115
H -0.8590 2.4101 -1.0815
H -1.9756 1.6512 -2.2016
H -0.6345 -2.4493 -2.1751
H -1.8373 -3.7915 -3.8676
H -2.6689 -2.7107 -5.9265
H -2.2923 -0.2995 -6.3044
H -1.0975 1.0442 -4.6253
H 1.8611 -0.3513 -3.9568
H 3.7571 0.8410 -4.9630
H 4.2309 3.1813 -4.3226
H 2.8038 4.3245 -2.6631
H 0.9290 3.1539 -1.6339
H -1.5689 1.1243 2.7966
H -1.6883 3.0101 4.4030
H -2.5989 5.1861 3.6798
H -3.4060 5.4924 1.3659
H -3.3130 3.6243 -0.2311
H -4.9534 1.3740 1.1329
H -7.1996 0.7895 0.3079
H -7.4613 -0.3503 -1.8648
H -5.4746 -0.9188 -3.2190
H -3.2324 -0.3533 -2.4155
C 3.1003 -2.9642 -0.3978
Si 2.9536 -2.6076 1.4353
C 4.6855 -2.4230 2.1148
C 2.1586 -4.0382 2.3335
C 1.9794 -1.0190 1.7568
C 1.1783 -1.0603 2.9995
C 1.4582 -0.7342 4.3283
C 0.4634 -0.9314 5.2681
C -0.7933 -1.4118 4.8890
C -1.0220 -1.6756 3.5568
N -0.0443 -1.4954 2.6664
Si 2.7888 0.6046 1.3173
C 1.4910 1.9598 1.2677
C 4.0193 1.1271 2.6225
C 3.6787 0.4434 -0.3087
H 3.1346 -4.0425 -0.5757
H 4.0159 -2.5342 -0.8092
H 2.2630 -2.5522 -0.9617
H 5.2599 -3.3408 1.9592
H 4.6630 -2.2265 3.1904
H 5.2316 -1.6092 1.6339
H 2.8952 -4.8356 2.4606
H 1.3123 -4.4536 1.7905
H 1.8139 -3.7545 3.3311
H 2.4391 -0.3764 4.6068
H 0.6626 -0.7214 6.3115
H -1.5769 -1.5781 5.6136
H -1.9710 -2.0291 3.1751
H 1.1053 2.1424 2.2749
H 0.6410 1.6912 0.6377
H 1.9067 2.9011 0.8999
H 3.5452 1.4023 3.5669
H 4.5427 2.0168 2.2566
H 4.7688 0.3611 2.8240
H 3.0595 -0.0374 -1.0630
H 4.5865 -0.1522 -0.1863
H 3.9800 1.4269 -0.6808
C -0.4105 -3.0005 0.3948
H 0.3433 -3.4768 -0.2321
H -1.3363 -2.8099 -0.1529
H -0.6095 -3.5914 1.2850
```

Okay, here come the Löwdin numbers, in e, for every atom:
1 Co 0.402
2 O -0.326
3 P 0.785
4 C -0.268
5 P 0.801
6 O -0.348
7 C -0.312
8 C -0.057
9 C -0.051
10 C -0.060
11 C -0.062
12 C -0.081
13 C -0.285
14 C -0.072
15 C -0.053
16 C -0.055
17 C -0.062
18 C -0.075
19 C -0.304
20 C -0.067
21 C -0.058
22 C -0.059
23 C -0.062
24 C -0.078
25 C -0.270
26 C -0.062
27 C -0.059
28 C -0.059
29 C -0.058
30 C -0.063
31 H 0.055
32 H 0.079
33 H 0.081
34 H 0.115
35 H 0.112
36 H 0.112
37 H 0.119
38 H 0.120
39 H 0.114
40 H 0.114
41 H 0.113
42 H 0.094
43 H 0.096
44 H 0.112
45 H 0.112
46 H 0.112
47 H 0.118
48 H 0.111
49 H 0.113
50 H 0.113
51 H 0.111
52 H 0.085
53 C -0.165
54 Si 0.461
55 C -0.180
56 C -0.155
57 C -0.331
58 C -0.347
59 C 0.005
60 C -0.037
61 C -0.047
62 C -0.082
63 N -0.003
64 Si 0.457
65 C -0.150
66 C -0.162
67 C -0.155
68 H 0.042
69 H 0.032
70 H 0.004
71 H 0.039
72 H 0.037
73 H 0.018
74 H 0.042
75 H 0.014
76 H 0.037
77 H 0.112
78 H 0.115
79 H 0.109
80 H 0.130
81 H 0.036
82 H -0.007
83 H 0.042
84 H 0.027
85 H 0.042
86 H 0.024
87 H 0.011
88 H 0.034
89 H 0.040
90 C -0.096
91 H 0.024
92 H 0.026
93 H 0.024



Sequential strongest force on any atom output: 0.0159, 0.0217, 0.0342 hartree/bohr
Sequential electronic energy output: -153287.462, -44617.790, -117712.987 eV